Entry 1:
ORCA calculation (ωB97M-V/def2-TZVPD) on C44H49IN5O5Sr as an isolated structure.

XYZ file:
```
105
Properties=species:S:1:pos:R:3:forces:R:3:lowdin_charge:R:1
Sr 1.5641 0.1374 -0.1067 -0.40 -0.36 0.46 1.541
C 0.1890 -1.4272 4.2660 -0.03 0.02 0.15 -0.054
C -0.9923 -1.6644 3.3218 0.06 -0.03 -0.07 -0.361
C -2.2824 -1.8660 4.1163 -0.03 -0.04 0.16 -0.059
C -0.6974 -2.8278 2.3910 -0.02 -0.12 -0.13 -0.147
C -0.6012 -4.1101 2.9257 -0.03 0.07 0.02 -0.048
C -0.2902 -5.2016 2.1351 0.00 -0.05 0.03 -0.082
C -0.0469 -5.0226 0.7821 0.00 -0.02 -0.08 -0.042
C -0.1312 -3.7639 0.2005 -0.05 0.01 0.18 -0.146
C 0.1252 -3.5606 -1.2787 0.00 0.01 0.02 -0.379
C 1.0289 -4.6228 -1.8905 0.08 -0.16 -0.09 -0.084
C -1.1845 -3.4609 -2.0644 -0.06 0.00 -0.06 -0.046
C -0.4849 -2.6662 1.0093 0.22 0.12 -0.12 -0.195
N -0.5082 -1.3792 0.4141 -0.12 0.10 0.10 0.019
C -1.6702 -0.7601 0.2865 0.10 0.03 -0.02 -0.209
C -1.7684 0.6162 -0.1364 -0.06 -0.01 0.02 -0.197
N -0.7060 1.3546 -0.4171 0.07 -0.27 -0.19 -0.006
C -0.8907 2.5850 -1.0868 0.06 0.04 -0.02 -0.192
C -1.3124 2.6365 -2.4318 0.02 0.08 0.11 -0.135
C -1.4581 3.8864 -3.0278 -0.02 -0.14 -0.03 -0.041
C -1.1649 5.0554 -2.3492 0.01 0.06 0.04 -0.078
C -0.6902 4.9866 -1.0486 -0.03 0.06 0.04 -0.042
C -0.5485 3.7651 -0.4044 -0.03 0.05 -0.10 -0.152
C 0.0289 3.6890 0.9945 -0.01 -0.10 -0.01 -0.378
C 1.5577 3.7313 0.9249 0.13 0.04 0.00 -0.045
C -0.4981 4.7643 1.9390 -0.01 0.11 0.06 -0.071
C -1.5518 1.3912 -3.2713 0.03 0.10 0.07 -0.361
C -0.5690 1.3428 -4.4444 -0.02 -0.01 -0.11 -0.053
C -2.9911 1.2980 -3.7790 -0.10 0.02 -0.09 -0.056
C -3.2020 0.9859 -0.1377 0.12 0.01 -0.02 -0.076
C -3.9083 2.1393 -0.3635 -0.06 -0.02 0.00 -0.004
C -5.3250 2.1017 -0.2501 0.04 0.00 0.00 -0.072
C -6.0090 0.9572 0.0689 -0.05 0.06 -0.01 -0.034
C -5.2969 -0.2451 0.3235 -0.07 -0.02 0.03 -0.164
C -5.8516 -1.5083 0.6660 0.01 -0.03 0.00 -0.032
C -5.0228 -2.5784 0.8800 0.03 0.00 -0.01 -0.070
C -3.6059 -2.4810 0.7975 -0.08 -0.04 0.02 -0.009
C -3.0476 -1.2690 0.4860 0.05 0.03 -0.02 -0.081
C -3.9146 -0.1800 0.2288 -0.12 0.00 0.01 -0.088
H -0.0247 -0.5942 4.9439 0.00 -0.03 -0.05 0.078
H 1.1026 -1.2044 3.7169 0.00 0.00 -0.06 0.055
H 0.3707 -2.3137 4.8816 0.00 0.03 -0.02 0.079
H -1.1202 -0.7713 2.7141 0.01 0.09 -0.05 0.121
H -2.1970 -2.7137 4.8034 0.01 0.02 -0.05 0.073
H -3.1407 -2.0423 3.4678 0.02 0.01 -0.03 0.066
H -2.4892 -0.9810 4.7245 0.00 -0.02 -0.04 0.078
H -0.7627 -4.2488 3.9898 0.01 -0.02 -0.04 0.108
H -0.2174 -6.1893 2.5745 0.01 0.02 0.00 0.097
H 0.2232 -5.8756 0.1700 -0.02 0.03 0.07 0.102
H 0.6382 -2.6007 -1.3808 0.01 0.05 -0.01 0.110
H 0.5255 -5.5916 -1.9681 -0.01 0.06 0.02 0.074
H 1.9424 -4.7650 -1.3096 -0.04 0.06 0.01 0.071
H 1.3145 -4.3313 -2.9037 -0.02 0.01 0.02 0.079
H -1.7576 -4.3888 -1.9764 0.05 0.00 0.01 0.086
H -0.9834 -3.2865 -3.1255 0.00 0.00 0.04 0.079
H -1.8129 -2.6485 -1.7017 0.00 0.03 0.03 0.064
H -1.7921 3.9366 -4.0592 0.02 0.02 0.04 0.108
H -1.2805 6.0141 -2.8410 0.01 -0.02 0.03 0.097
H -0.4243 5.8978 -0.5239 -0.02 -0.01 -0.05 0.105
H -0.2625 2.7211 1.4061 -0.03 0.01 0.03 0.121
H 1.9015 4.6894 0.5243 -0.03 -0.03 0.02 0.094
H 1.9635 2.9727 0.2449 -0.04 0.02 0.00 0.049
H 2.0134 3.5924 1.9090 -0.03 -0.01 -0.01 0.085
H -0.1823 5.7661 1.6371 0.01 -0.03 -0.01 0.069
H -0.1214 4.5974 2.9512 0.00 0.00 -0.03 0.077
H -1.5889 4.7572 1.9784 0.02 -0.03 -0.02 0.083
H -1.3586 0.5249 -2.6436 0.02 -0.12 0.08 0.120
H -0.7459 2.1757 -5.1323 0.02 -0.02 0.04 0.076
H -0.7067 0.4174 -5.0128 0.01 0.02 0.05 0.078
H 0.4642 1.3935 -4.1024 -0.01 0.01 0.02 0.062
H -3.2184 2.1263 -4.4579 0.02 -0.02 0.04 0.074
H -3.7198 1.3209 -2.9678 0.04 -0.01 0.02 0.064
H -3.1361 0.3704 -4.3399 0.03 0.02 0.03 0.078
H -3.4219 3.0647 -0.6425 0.00 -0.01 0.00 0.109
H -5.8777 3.0152 -0.4359 0.00 -0.02 0.00 0.099
H -7.0919 0.9678 0.1306 0.03 -0.01 0.00 0.105
H -6.9266 -1.6231 0.7519 0.03 0.01 0.00 0.105
H -5.4535 -3.5406 1.1311 0.00 0.02 0.00 0.099
H -3.0097 -3.3615 0.9971 0.04 0.03 -0.02 0.111
C 5.8503 0.0825 1.3654 0.07 -0.02 0.13 -0.024
C 5.3227 0.9076 0.2533 0.04 -0.02 0.18 -0.342
N 4.2314 0.6515 -0.4405 -0.35 0.21 -0.28 0.086
C 4.1103 1.6693 -1.3695 0.25 0.06 -0.16 -0.148
C 5.1572 2.5418 -1.2256 0.05 0.09 0.17 -0.081
N 5.9083 2.0368 -0.1915 -0.18 -0.04 -0.18 0.179
C 5.6128 3.8109 -1.8504 0.16 -0.14 -0.06 -0.500
O 4.9165 4.2647 -2.8601 -0.06 -0.19 -0.22 0.125
O 6.6102 4.3538 -1.4195 -0.08 0.03 0.05 0.078
C 2.9670 1.7218 -2.3527 0.22 0.21 0.02 -0.612
O 2.8814 2.7245 -3.0902 0.24 -0.28 -0.11 0.030
O 2.1765 0.7460 -2.3069 -0.14 0.07 -0.33 -0.188
H 5.0476 -0.2180 2.0358 -0.07 0.02 -0.01 0.061
H 6.6008 0.6277 1.9376 0.01 -0.03 -0.02 0.084
H 6.2976 -0.8418 1.0016 0.04 -0.01 -0.03 0.040
H 6.7497 2.4833 0.1357 0.05 0.00 0.04 0.167
H 4.1521 3.6201 -3.0809 -0.22 0.31 0.28 0.070
N 3.3283 -2.6156 0.2552 -0.05 -0.06 -0.14 0.142
C 2.9814 -2.2657 1.5542 0.12 0.19 -0.03 -0.689
O 2.5723 -1.0881 1.7573 0.12 -0.07 0.05 -0.226
C 3.1046 -3.2426 2.5657 -0.11 -0.07 -0.08 -0.164
I 5.9474 -3.4892 2.8001 0.00 0.01 -0.01 -0.054
H 3.6827 -1.8646 -0.3286 0.04 0.05 0.27 0.071
H 3.9105 -3.4377 0.1884 0.01 -0.05 0.04 0.074
H 3.1468 -4.2878 2.3028 0.00 0.04 0.02 0.019
H 2.8263 -2.9697 3.5713 0.00 -0.02 -0.04 0.044
```
Positions in Å, forces in eV/Å.

- LUMO (alpha / beta) (eV) = 1.6 / 1.8
- energy relative to the best compared isomer or geometry (same formula, charge and spin) (kJ/mol) = 18.2
- net charge = -1
- E_HOMO (alpha / beta) (hartree) = -0.147 / -0.167
- spin multiplicity = 1
- molecular weight (g mol⁻¹) = 942.43

---

Entry 2:
ORCA calculation (ωB97M-V/def2-TZVPD) on C44H50BKN13O7S as an isolated structure.

XYZ file:
```
117
Properties=species:S:1:pos:R:3:forces:R:3:lowdin_charge:R:1
K -0.3338 -0.8175 -0.1555 -0.53 0.19 0.42 0.705
C -5.8333 -3.8774 -0.9332 0.03 0.03 -0.02 -0.036
C -4.8340 -3.3144 0.0230 0.02 0.01 0.09 -0.277
C -4.8482 -3.3667 1.3989 0.02 -0.02 0.03 0.013
C -3.6620 -2.7126 1.7900 -0.05 0.08 -0.05 -0.265
N -3.0014 -2.2668 0.7344 0.11 -0.06 0.01 0.131
N -3.7114 -2.6505 -0.3462 -0.07 0.03 -0.04 0.025
B -3.2504 -2.3572 -1.7872 0.02 0.00 -0.02 -0.501
N -1.8074 -2.8928 -2.0150 -0.13 -0.08 0.00 0.016
N -1.0538 -3.4003 -1.0188 0.11 -0.12 -0.04 0.079
C 0.0286 -3.9188 -1.5862 -0.04 0.26 -0.05 -0.268
C -0.0291 -3.7690 -2.9858 -0.04 -0.01 0.02 0.018
C -1.2154 -3.1107 -3.2164 0.08 0.02 0.04 -0.276
C -1.8171 -2.6494 -4.5001 -0.03 0.01 0.04 -0.021
C 1.1299 -4.3937 -0.7350 0.03 -0.11 -0.02 -0.160
C 2.4175 -4.5395 -1.2439 -0.02 0.02 -0.01 -0.041
C 3.4700 -4.9033 -0.4162 0.00 0.01 0.03 -0.099
C 3.2533 -5.1250 0.9359 0.00 0.01 -0.02 -0.108
C 1.9698 -4.9897 1.4509 0.00 0.00 -0.01 -0.083
C 0.9187 -4.6362 0.6228 0.00 0.01 0.01 -0.029
N -3.3945 -0.8368 -2.0925 -0.02 0.01 -0.07 0.025
N -2.7841 0.0940 -1.3307 0.03 -0.03 -0.03 0.099
C -3.2773 1.2710 -1.6933 -0.01 -0.09 -0.02 -0.254
C -4.2196 1.1073 -2.7280 0.00 0.10 0.05 0.016
C -4.2729 -0.2509 -2.9438 -0.01 -0.01 0.01 -0.283
C -5.1338 -0.9870 -3.9179 0.03 -0.02 0.01 -0.030
C -2.8749 2.5009 -0.9949 0.07 0.07 0.03 -0.161
C -2.2457 2.4261 0.2485 -0.11 0.01 0.05 -0.031
C -1.8652 3.5778 0.9191 0.00 -0.08 -0.04 -0.079
C -2.1197 4.8262 0.3647 0.03 0.03 -0.02 -0.111
C -2.7473 4.9114 -0.8716 0.01 0.03 0.02 -0.102
C -3.1168 3.7584 -1.5472 0.01 -0.06 -0.03 -0.042
C -3.0973 -2.6271 3.1463 0.02 -0.01 0.00 -0.156
C -1.7480 -2.9100 3.3560 -0.04 -0.02 0.03 -0.022
C -1.2313 -2.9695 4.6426 0.02 0.03 -0.09 -0.109
C -2.0439 -2.7067 5.7377 -0.01 -0.03 0.04 -0.123
C -3.3818 -2.3865 5.5358 -0.02 -0.02 -0.01 -0.103
C -3.9050 -2.3571 4.2516 0.03 0.00 -0.02 -0.040
H -6.6169 -4.3876 -0.3739 0.00 0.00 0.01 0.073
H -5.3742 -4.5906 -1.6177 -0.01 -0.01 -0.01 0.079
H -6.2985 -3.0956 -1.5353 -0.01 0.00 -0.01 0.067
H -5.5766 -3.8551 2.0251 -0.01 -0.01 0.00 0.100
H -3.9858 -2.9237 -2.5552 -0.01 -0.01 0.04 0.110
H 0.6998 -4.0549 -3.7255 0.01 0.00 0.00 0.103
H -1.1681 -2.9136 -5.3332 0.02 -0.01 0.00 0.077
H -1.9518 -1.5658 -4.4977 -0.02 0.01 -0.02 0.083
H -2.7948 -3.1078 -4.6632 -0.01 0.00 -0.01 0.069
H 2.6053 -4.3159 -2.2865 0.00 0.00 -0.01 0.109
H 4.4695 -4.9852 -0.8271 0.00 -0.01 0.00 0.097
H 4.0765 -5.3890 1.5883 0.01 0.00 0.00 0.092
H 1.7923 -5.1488 2.5074 -0.01 0.00 0.01 0.097
H -0.0825 -4.5193 1.0153 -0.02 -0.01 0.01 0.096
H -4.8080 1.8605 -3.2257 0.01 0.00 0.00 0.099
H -5.7599 -0.2719 -4.4504 0.00 0.01 0.00 0.076
H -5.7809 -1.7107 -3.4233 -0.01 -0.01 0.00 0.063
H -4.5372 -1.5305 -4.6509 0.00 -0.02 -0.01 0.064
H -2.0748 1.4613 0.7051 0.08 0.00 -0.02 0.086
H -1.3715 3.4810 1.8790 0.00 0.02 0.02 0.102
H -1.8381 5.7304 0.8919 0.01 0.00 0.01 0.094
H -2.9347 5.8797 -1.3187 0.00 0.01 -0.01 0.102
H -3.5797 3.8334 -2.5232 0.00 0.00 -0.01 0.108
H -1.1179 -3.1095 2.4987 0.00 -0.01 0.00 0.103
H -0.1873 -3.2216 4.7800 0.01 0.01 0.02 0.101
H -1.6428 -2.7603 6.7426 0.00 0.01 0.00 0.096
H -4.0217 -2.1720 6.3830 0.00 0.00 0.01 0.095
H -4.9501 -2.1225 4.0925 -0.02 0.01 0.01 0.110
C 6.8965 5.9192 -0.5783 -0.01 0.03 -0.03 -0.120
C 5.4802 6.3921 -0.8780 -0.01 -0.06 0.06 -0.307
S 4.3149 5.3038 -0.0733 -0.02 0.13 -0.08 0.630
O 4.4662 5.4579 1.3544 0.01 0.02 0.01 -0.314
O 4.4466 3.9947 -0.6570 0.00 -0.02 -0.04 -0.294
C 2.7369 5.9982 -0.5270 -0.03 -0.09 -0.02 -0.213
C 1.5870 5.2204 0.1100 -0.06 0.04 0.09 -0.141
N 1.2291 3.9973 -0.5814 -0.13 0.10 0.14 0.057
C 1.3733 2.7456 -0.0784 0.00 -0.10 -0.04 -0.302
N 0.8429 1.8347 -0.8778 0.02 -0.15 0.08 0.148
C 0.3183 2.4942 -1.9266 -0.04 0.14 -0.01 -0.013
C 0.5230 3.8409 -1.7653 0.00 -0.16 0.02 -0.157
N 0.0596 4.8867 -2.5800 0.15 0.05 -0.16 -0.341
O 0.2828 6.0487 -2.2371 0.02 0.07 0.06 0.032
O -0.5324 4.5881 -3.6004 -0.10 -0.02 -0.03 0.075
C 2.0345 2.4268 1.2115 0.11 -0.05 -0.04 0.019
H 7.6155 6.5755 -1.0672 0.00 0.00 0.00 0.075
H 7.0456 4.9054 -0.9455 0.00 -0.01 0.00 0.078
H 7.0866 5.9315 0.4936 0.00 0.00 0.01 0.077
H 5.2531 6.3620 -1.9438 0.00 -0.02 -0.01 0.103
H 5.2910 7.3958 -0.4971 0.00 0.01 0.02 0.101
H 2.6540 6.0154 -1.6110 0.02 -0.03 -0.04 0.102
H 2.7360 7.0227 -0.1552 0.01 0.01 0.03 0.114
H 0.7116 5.8658 0.1485 0.04 -0.02 0.00 0.117
H 1.8540 4.9447 1.1292 -0.02 0.01 0.02 0.120
H -0.1964 1.9976 -2.7315 -0.02 -0.01 -0.03 0.135
H 3.0482 2.8269 1.2422 0.02 0.00 0.01 0.074
H 2.0614 1.3420 1.3003 0.02 0.04 0.00 0.069
H 1.4682 2.8155 2.0598 -0.04 0.01 -0.02 0.090
C 5.6770 -1.9597 1.5103 0.00 0.01 -0.01 -0.043
N 4.5928 -1.6332 0.6084 -0.02 -0.03 -0.04 -0.062
C 4.8189 -1.5859 -0.7396 -0.02 -0.02 0.06 -0.090
C 3.8283 -1.3600 -1.6093 -0.01 0.02 -0.01 -0.003
C 2.4677 -1.2009 -1.0929 0.16 -0.03 -0.09 -0.553
O 1.5117 -1.0702 -1.8718 0.32 -0.11 -0.16 -0.109
N 2.2897 -1.2060 0.2608 0.07 -0.01 -0.12 0.121
C 3.2969 -1.4059 1.1111 0.06 0.10 0.01 -0.518
O 3.1629 -1.3768 2.3496 0.03 -0.05 0.08 -0.043
H 6.5623 -1.3701 1.2637 0.00 0.00 -0.01 0.083
H 5.9296 -3.0224 1.4528 0.00 -0.01 0.01 0.082
H 5.3551 -1.7269 2.5198 0.00 0.00 0.01 0.078
H 5.8482 -1.7427 -1.0410 0.00 0.00 -0.01 0.118
H 3.9960 -1.3141 -2.6744 0.02 0.00 -0.01 0.102
N -1.1489 0.4280 4.3040 -0.06 0.02 -0.05 0.155
C -0.1878 0.1951 3.3214 -0.02 -0.09 0.13 -0.655
N 0.8494 -0.5779 3.6948 -0.01 0.10 0.03 0.191
O -0.2954 0.6942 2.2068 -0.08 0.09 -0.20 -0.049
H -1.3617 -0.3744 4.8817 0.01 0.00 0.04 0.053
H -1.9832 0.8215 3.8915 0.04 -0.03 0.01 0.097
H 0.9589 -0.8170 4.6633 -0.01 -0.03 -0.02 0.099
H 1.6230 -0.7891 3.0511 0.04 -0.06 -0.01 0.059
```
Positions in Å, forces in eV/Å.

- LUMO (eV) = 1.8
- energy relative to the best compared isomer or geometry (same formula, charge and spin) (kJ/mol) = 10.9
- net charge = -1
- E_HOMO (hartree) = -0.193
- spin multiplicity = 1
- molecular weight (g mol⁻¹) = 954.95

---

- Which of these has the lowest energy relative to the best compared isomer or geometry (same formula, charge and spin)?
  C44H50BKN13O7S